Formula: C5H13N2
Source: the OMol25 dataset
Level of theory: the ωB97M-V functional and the def2-TZVPD basis

Cartesian coordinates (Å):
C (-0.421, 0.461, -0.285)
H (-2.532, 0.318, -0.997)
H (3.384, 0.753, 0.210)
H (-2.057, -1.044, -0.336)
H (2.030, 1.740, -0.399)
N (0.614, -0.629, 0.024)
H (-0.046, -2.498, -0.384)
C (0.208, -1.912, 0.575)
C (-0.928, 1.154, 0.986)
H (1.015, -2.271, 1.027)
H (-0.056, 1.502, 1.593)
H (-0.758, -2.052, 1.198)
H (2.930, 0.334, -1.339)
C (-1.628, -0.289, -0.875)
H (0.177, 1.025, -0.885)
H (-1.558, -0.643, -1.962)
N (1.825, -0.447, -0.099)
H (-1.339, 1.984, 0.529)
H (-1.603, 0.614, 1.464)
C (2.560, 0.644, -0.412)

Summary:
Orbital gap (alpha / beta), eV: 9.78 / 8.04
Strongest force on any atom, eV/A: 6.2
Total energy, eV: -8363.02673
LUMO energy (alpha / beta), eV: -2.67 / -7.75
Energy relative to the best compared isomer or geometry (same formula, charge and spin), eV: 1.747
E_HOMO (alpha / beta), eV: -12.4 / -15.8
Spin multiplicity: 3
Net charge: +1


Formula: C5H7N3OS
Source: the OMol25 dataset
Level of theory: the ωB97M-V functional and the def2-TZVPD basis

Cartesian coordinates (Å):
H (2.497, -1.281, -1.374)
H (2.383, 1.879, 1.160)
C (2.036, 0.838, 1.209)
H (0.893, -1.924, -2.149)
C (1.510, -1.165, -1.766)
C (-1.453, -0.032, 0.283)
H (2.260, 0.348, 2.062)
N (0.570, 0.939, 1.050)
C (-2.209, -0.242, -0.828)
O (-0.015, 1.971, 1.493)
C (-0.093, -0.027, 0.508)
S (-2.653, -0.134, 1.654)
H (-1.811, -0.183, -1.785)
H (1.187, -0.208, -1.629)
H (2.275, 0.203, 0.329)
N (-3.898, -0.486, 0.490)
N (-3.480, -0.495, -0.709)

Summary:
Orbital gap (alpha / beta), eV: 8.22 / 6.80
Strongest force on any atom, eV/A: 4.3
Total energy, eV: -22642.99680
LUMO energy (alpha / beta), eV: -0.70 / -2.06
Energy relative to the best compared isomer or geometry (same formula, charge and spin), eV: 8.666
E_HOMO (alpha / beta), eV: -8.9 / -8.9
Net charge: 0


Formula: C2H5N4O
Source: the OMol25 dataset
Level of theory: the ωB97M-V functional and the def2-TZVPD basis

Cartesian coordinates (Å):
N (-2.444, 0.020, -0.048)
H (-2.876, -0.826, -0.319)
C (1.157, -0.109, -0.130)
H (3.182, -0.348, 0.168)
H (-0.068, 1.723, 0.013)
N (2.371, 0.373, 0.106)
H (2.468, 1.285, -0.295)
O (0.797, -1.350, -0.083)
N (-1.112, -0.215, -0.065)
C (-0.035, 0.585, -0.104)
H (-2.970, 0.460, 0.782)
N (-0.470, -1.597, -0.024)

Summary:
Orbital gap (alpha / beta), eV: 8.71 / 7.40
Strongest force on any atom, eV/A: 5.8
Total energy, eV: -10149.40052
LUMO energy (alpha / beta), eV: -3.18 / -7.22
Energy relative to the best compared isomer or geometry (same formula, charge and spin), eV: 0.698
E_HOMO (alpha / beta), eV: -11.9 / -14.6
Spin multiplicity: 3
Net charge: +1


Formula: C102H123N21O3
Source: the OMol25 dataset
Level of theory: the ωB97M-V functional and the def2-TZVPD basis

Cartesian coordinates (Å):
H (-3.409, 5.910, -0.947)
H (-2.410, -5.013, -4.521)
H (-3.091, 3.320, 5.862)
H (-2.170, -4.274, 4.386)
C (-0.049, 7.458, -0.332)
C (4.749, 2.469, -5.167)
H (-4.821, -4.521, 3.832)
H (-6.295, 4.594, -0.674)
C (-3.087, -4.520, -3.798)
H (-1.789, -6.556, 2.417)
C (-4.821, -1.531, 1.804)
H (5.028, -3.692, 6.290)
C (2.269, -4.715, 1.868)
H (-7.171, -0.923, 0.382)
C (3.182, -0.103, 5.768)
C (2.550, 1.127, 5.448)
H (-3.878, 1.939, -3.958)
C (1.667, -2.913, -3.964)
C (-1.323, 2.729, 4.718)
H (1.228, -3.703, -0.872)
O (-3.501, -5.037, 2.350)
H (3.966, 0.049, -2.903)
C (-9.190, -2.770, -1.552)
C (-1.868, 7.149, -1.826)
H (5.670, 4.614, -0.984)
H (-4.013, -6.157, 0.712)
C (5.850, -2.656, 4.592)
C (1.255, -1.985, -7.543)
H (-1.166, -3.988, 1.768)
H (1.516, -5.127, 3.823)
C (4.435, 0.907, -3.384)
H (1.240, 3.309, 1.173)
H (4.355, 2.768, -6.165)
C (-1.548, 5.152, -5.535)
H (-3.208, -1.416, -5.130)
H (7.279, 2.221, 1.293)
H (6.659, -2.562, 7.835)
H (2.860, 0.924, 2.346)
C (7.734, -1.621, 6.342)
C (6.708, -2.389, 6.812)
C (-9.979, 3.845, 0.067)
H (-9.752, -3.745, -1.621)
H (-4.653, -2.167, 0.954)
C (-7.867, 3.220, -0.997)
C (1.549, -5.127, -2.418)
C (4.014, 1.352, -4.598)
H (-9.672, -2.165, -3.536)
H (-9.807, 2.141, -1.207)
C (-2.454, -3.974, -2.676)
C (-0.308, 5.510, -6.021)
C (-3.922, 2.998, -2.031)
C (-8.082, 5.130, 0.351)
H (1.947, -6.304, -4.221)
C (-1.339, -0.602, -4.697)
H (5.522, 5.174, 0.776)
N (-1.276, -0.498, -0.928)
H (-0.214, 5.884, -7.019)
C (-0.801, 1.311, -5.997)
H (-10.971, 3.664, 0.167)
H (8.534, -0.796, 4.553)
C (-3.340, 3.632, 3.832)
H (3.230, 5.366, 0.800)
H (4.265, 4.770, 2.894)
C (3.657, 3.275, 0.204)
H (3.136, 0.915, -5.149)
N (-0.614, 6.716, 0.666)
C (7.289, 2.342, 4.596)
C (5.078, -2.449, -1.941)
H (0.861, 0.216, -2.370)
C (-3.971, 1.841, -2.882)
C (0.577, 4.719, -3.945)
C (-2.720, 0.219, -6.460)
C (5.843, 1.319, 2.637)
H (-7.267, 2.613, -1.645)
H (-3.805, 3.969, -2.490)
C (6.175, -2.417, 0.605)
H (3.304, -0.159, -10.192)
C (-2.444, 6.404, -0.846)
H (5.195, 0.979, 1.852)
N (-0.542, -3.042, 4.116)
C (5.815, -3.039, 5.908)
C (1.362, -0.246, -9.242)
N (-1.777, 4.552, -4.345)
C (-5.035, -3.425, -3.048)
C (7.022, 1.980, 2.278)
C (-2.583, 3.305, 4.908)
C (-4.382, 1.576, -0.178)
C (-1.540, -3.494, 4.876)
H (-7.342, -0.424, 3.297)
C (-4.406, -4.158, -4.040)
H (-2.072, -5.646, -0.454)
H (-4.859, -2.489, -1.153)
C (-7.646, -0.567, -1.664)
C (-8.488, -2.426, -0.395)
H (5.912, 1.315, 5.863)
H (-1.351, 2.994, 1.286)
H (-0.896, 1.134, 0.795)
C (-0.887, 2.638, 3.442)
H (6.616, -3.806, -2.523)
N (-3.017, -3.303, -1.682)
H (8.549, -1.143, 6.897)
N (3.425, -5.695, 3.690)
C (1.736, -5.300, -3.793)
H (-1.390, -4.213, -2.494)
H (-1.010, -1.950, 7.806)
H (1.467, -6.041, -1.889)
H (-6.021, -3.087, -3.075)
H (0.580, -1.164, -0.526)
N (-4.344, 0.520, -0.986)
H (-1.530, -3.538, 0.272)
N (-9.368, 4.924, 0.572)
C (-0.654, 7.740, -1.571)
H (-5.311, -5.840, 2.910)
H (-3.233, 0.718, 3.760)
C (2.967, 4.351, 1.068)
H (-5.522, 1.026, 4.444)
C (6.312, -3.094, -1.747)
H (3.494, -1.408, -1.067)
H (-0.877, 3.904, -2.688)
H (2.494, 1.444, 4.451)
H (1.580, -2.078, -4.606)
N (1.521, 4.229, 0.824)
H (-7.693, 6.048, 0.706)
H (-2.448, 5.287, -6.154)
C (-4.314, -3.055, -1.924)
H (7.898, 2.807, 5.422)
H (6.934, 3.057, -2.863)
H (1.017, -1.685, 4.091)
C (-4.765, -4.888, 2.797)
H (3.666, -0.525, 4.909)
H (0.903, 0.525, -9.799)
C (4.458, -1.820, -0.862)
C (-3.467, -5.228, 0.964)
C (0.589, -1.039, -8.366)
H (-7.000, 0.273, -1.665)
H (6.885, 4.135, 0.310)
C (6.774, -3.194, -0.439)
H (-8.526, -2.989, 0.504)
H (-1.086, -1.385, -3.921)
H (3.220, 2.315, 0.465)
C (2.794, 0.235, 7.996)
H (4.667, -2.328, -2.935)
H (-0.154, 8.470, -2.270)
H (-2.643, -3.461, 6.608)
H (5.379, -5.664, 0.969)
C (-4.126, 0.623, -2.264)
O (1.067, 1.107, 1.438)
C (-0.682, 4.358, -3.600)
H (5.332, -6.389, 3.417)
H (0.827, -0.977, 6.404)
H (5.772, 1.037, -1.945)
H (3.645, 3.188, 2.693)
H (3.456, -4.561, -0.021)
N (1.448, -2.762, -2.675)
N (6.784, -1.832, 4.110)
C (-1.406, -6.563, 1.364)
N (-1.877, 1.167, -6.774)
N (5.420, 1.110, 3.845)
C (1.950, 1.321, 7.749)
C (2.369, -5.152, 3.164)
C (0.718, 0.798, -1.512)
C (0.110, -1.704, 5.991)
H (0.132, 2.375, 3.232)
C (-2.521, -0.626, -5.385)
H (-0.708, 2.364, 5.608)
C (-1.713, -3.074, 6.172)
H (-0.066, 1.537, -1.761)
C (-7.737, -1.256, -0.475)
N (-8.295, -0.869, -2.759)
C (7.743, 2.534, 3.310)
C (3.400, -4.835, 1.072)
C (3.311, -1.524, -8.584)
H (-0.425, -0.860, -8.299)
C (6.119, 2.592, -3.414)
H (-5.353, -4.146, 2.178)
C (-9.261, 2.999, -0.769)
C (-4.100, 2.855, -0.652)
H (1.786, -0.658, 2.378)
H (1.455, 1.877, 8.465)
H (8.601, 3.220, 3.145)
H (1.424, 4.405, -3.311)
C (0.835, 5.308, -5.200)
H (0.469, 0.512, -4.462)
H (1.845, 5.414, -5.573)
H (0.958, 7.823, -0.049)
H (-3.645, 0.044, -7.036)
H (1.681, 1.202, -1.314)
C (6.185, 1.584, 4.859)
H (-0.343, -6.702, 1.380)
H (-3.831, -4.388, 0.399)
H (2.550, -0.101, 0.895)
C (0.079, -0.197, -0.509)
N (4.977, -1.788, 0.361)
C (7.713, -1.360, 5.008)
H (1.321, 2.665, 6.169)
C (1.425, -3.853, -1.915)
N (2.571, -2.210, -7.661)
H (-4.319, -0.305, -2.791)
H (-4.904, -4.625, -4.899)
N (5.771, 3.047, -4.631)
C (-0.878, -2.193, 6.780)
C (4.521, -5.884, 2.933)
H (-2.320, 7.182, -2.759)
C (3.364, 4.192, 2.563)
H (5.165, -3.190, 3.911)
H (2.919, -0.235, 9.001)
H (3.560, 3.539, -0.919)
H (-1.288, -1.258, -1.598)
H (-2.282, 5.611, 1.131)
H (-1.790, -7.450, 0.953)
H (1.119, 4.983, 1.399)
C (-1.979, -5.428, 0.565)
N (-6.068, -1.464, 2.228)
H (-1.963, 0.204, -0.990)
N (3.375, -0.506, 6.993)
H (1.880, -4.322, -5.644)
C (1.812, 1.779, 6.421)
H (1.307, -4.328, 1.525)
C (5.514, 1.511, -2.802)
H (2.569, 4.386, 3.312)
H (-4.666, 1.493, 0.907)
C (5.803, 4.373, 0.145)
C (4.533, -5.480, 1.568)
C (-1.659, 3.100, 2.348)
C (2.149, 0.234, 1.863)
O (5.018, 3.211, 0.563)
C (-4.064, 0.140, 3.320)
H (0.631, -2.606, -6.813)
H (-2.768, -0.984, 1.957)
C (-0.495, 0.417, -4.956)
H (-4.363, 4.023, 4.064)
H (-0.134, 2.132, -6.300)
C (-0.071, 0.399, 0.898)
C (-5.356, 0.235, 3.716)
H (-0.368, -0.317, 1.583)
N (-2.888, 3.580, 2.566)
H (4.341, -1.841, -8.787)
N (-1.149, -4.268, 0.804)
C (0.245, -2.093, 4.644)
H (-4.097, 3.728, 0.006)
H (6.702, -2.374, 1.531)
C (1.792, -4.182, -4.623)
C (2.730, -0.573, -9.444)
C (-3.774, -0.789, 2.317)
H (7.702, -3.747, -0.282)
C (-9.037, -1.958, -2.740)
C (-7.283, 4.334, -0.426)
C (-1.821, 6.229, 0.379)
C (-6.291, -0.508, 3.142)

Summary:
Orbital gap, eV: 8.98
Strongest force on any atom, eV/A: 4.8
Total energy, eV: -145194.73787
LUMO energy, eV: 0.48
E_HOMO, eV: -8.5
Net charge: 0


Formula: C30H20Cl56N5O
Source: the OMol25 dataset
Level of theory: the ωB97M-V functional and the def2-TZVPD basis

Cartesian coordinates (Å):
Cl (3.965, -0.078, -0.090)
Cl (-1.978, 3.903, 2.247)
Cl (8.266, 3.474, -2.844)
C (-7.034, 7.761, -4.388)
Cl (-3.835, 11.604, -1.251)
Cl (8.508, 2.566, 2.844)
Cl (-7.029, -4.145, -2.197)
N (-4.084, -0.793, -0.936)
Cl (9.484, 1.047, -1.825)
Cl (8.425, 1.111, -4.520)
Cl (1.915, -4.463, 7.773)
H (-3.096, -2.961, -6.926)
Cl (-7.699, 0.966, -4.090)
Cl (2.828, -3.627, -0.930)
C (-1.993, 0.067, -0.894)
H (-4.386, -0.556, -4.355)
Cl (3.610, 1.106, 2.528)
C (-3.846, -5.775, -3.735)
Cl (-8.574, 6.997, -4.835)
N (-3.083, -0.340, -0.119)
H (-4.243, 0.022, 3.425)
N (-2.290, -0.074, -2.308)
Cl (2.973, 2.633, 0.144)
C (9.681, 3.345, 1.762)
Cl (1.587, -7.047, 5.758)
O (0.957, -1.266, 0.541)
Cl (14.271, 3.769, -3.075)
Cl (-7.568, 3.678, -5.100)
C (8.200, 1.697, -2.860)
C (14.160, -0.156, 1.748)
Cl (-8.766, -3.821, 0.080)
C (-3.374, -0.385, 1.271)
Cl (-7.496, -1.416, 3.534)
Cl (1.645, -4.360, 4.663)
Cl (12.498, 1.645, -3.938)
Cl (-5.867, 1.628, -6.237)
Cl (-0.617, 4.005, 4.805)
C (-4.517, -3.612, -2.335)
H (-1.265, -2.711, 1.726)
Cl (15.642, -1.128, 1.691)
Cl (11.510, 4.360, -3.720)
Cl (-9.838, -3.512, -2.598)
C (4.074, 1.424, 0.842)
Cl (-9.069, -6.136, -1.640)
Cl (-7.994, -2.346, 6.232)
C (-0.994, -2.300, 2.749)
H (-5.618, -0.989, -2.980)
H (-4.983, -1.160, -0.612)
C (-6.806, -1.587, 5.159)
H (0.890, -0.785, 4.607)
C (-3.627, -2.425, -6.086)
Cl (-4.059, 9.270, -2.953)
Cl (4.248, -4.500, 1.438)
C (2.833, -4.796, 0.404)
C (-0.574, 4.556, 3.120)
C (-6.626, 2.220, -4.747)
C (-8.681, -4.407, -1.592)
Cl (-5.347, -2.597, 5.083)
H (0.550, 0.640, 3.538)
Cl (-2.033, 11.270, -3.495)
Cl (-5.915, 6.524, -3.772)
Cl (-7.323, 8.978, -3.130)
C (12.607, 3.157, -3.014)
H (-0.679, -3.207, 3.375)
H (-4.845, -3.237, -1.330)
C (-4.267, -5.109, -2.441)
C (2.614, -5.807, 5.011)
Cl (-5.366, 2.605, -3.554)
H (0.439, 1.450, 0.966)
Cl (0.485, -5.026, 10.231)
Cl (13.474, -0.029, 0.115)
Cl (11.166, 2.369, 1.702)
Cl (2.911, -6.444, -0.249)
Cl (10.063, 4.966, 2.372)
C (-3.578, -0.628, -2.243)
H (-1.917, -1.883, 3.254)
Cl (12.984, -0.932, 2.827)
Cl (0.919, 3.983, 2.349)
N (0.149, -1.351, 2.703)
Cl (-4.828, 11.875, -3.959)
H (-4.405, -5.790, -1.549)
C (-0.402, 0.674, 0.967)
H (-3.676, -6.893, -3.805)
C (0.283, -0.705, 1.406)
Cl (1.347, -4.606, 1.352)
Cl (5.734, 2.037, 0.792)
Cl (14.541, 1.468, 2.359)
C (-3.689, 11.005, -2.914)
C (-3.882, -3.347, -4.815)
H (-1.183, 1.067, 1.681)
Cl (3.950, -5.387, 6.118)
H (-0.157, 0.810, -1.153)
Cl (6.620, 1.161, -2.253)
Cl (8.988, 3.472, 0.134)
Cl (-6.380, 0.018, 5.788)
Cl (0.292, -2.403, 9.012)
C (-3.808, -0.178, 2.401)
Cl (-0.974, -4.687, 7.750)
H (-2.937, -1.587, -5.734)
C (-4.325, -2.690, -3.537)
Cl (12.151, 2.852, -1.326)
Cl (3.293, -6.438, 3.497)
C (-4.563, -1.108, -3.385)
C (-3.650, -4.848, -4.925)
H (-4.616, -1.971, -6.403)
N (-0.841, 0.525, -0.435)
C (0.430, -4.145, 8.693)
C (0.150, -0.381, 3.834)
Cl (-0.621, 6.326, 3.073)
H (-0.871, -0.324, 4.324)
Cl (-6.325, 8.540, -5.814)
H (-3.331, -5.300, -5.914)

Summary:
Orbital gap, eV: 8.13
Strongest force on any atom, eV/A: 5.5
Total energy, eV: -742170.13911
LUMO energy, eV: -2.95
E_HOMO, eV: -11.1
Net charge: +1